C32H46HfIN5O2Si as an isolated structure at a distorted geometry, computed with the ωB97M-V functional and the def2-TZVPD basis.

Computed properties:
Calculated total energy (Eh): -2305.949664
Kohn-Sham gap (eV): 6.4
ΔE to the lowest compared entry with this formula, charge and spin (kcal/mol): 18.98
E_HOMO (eV): -13.51
Maximum force (eV/A): 3.8

Structure (ORCA input):
```
! wB97M-V def2-TZVPD RIJCOSX def2/J DEFGRID3
* xyz 2 1
Hf 0.68029 0.53174 0.27820
C -2.70286 1.76742 -4.60937
C -2.99828 1.78661 -3.25497
C -1.97460 1.74314 -2.32215
C -0.65109 1.70463 -2.74679
C -0.35256 1.65142 -4.10640
C -1.37949 1.68293 -5.03031
N 0.39281 1.73104 -1.75692
N 1.50008 2.10537 -2.20103
C 2.61058 2.12766 -1.34892
C 3.77770 2.59947 -1.93948
C 4.94331 2.65739 -1.18964
C 4.93103 2.20612 0.12118
C 3.75961 1.69326 0.68259
C 2.55832 1.67743 -0.01307
H -3.50227 1.81197 -5.33785
H -4.02679 1.84379 -2.92355
H -2.21064 1.76246 -1.26934
H 0.67744 1.57497 -4.42500
H -1.14913 1.63955 -6.08647
H 3.74910 2.90323 -2.97856
H 5.85604 3.03866 -1.62729
H 5.84000 2.23505 0.70850
H 3.80486 1.30455 1.69587
N 2.12275 2.80382 3.51526
C 1.18788 1.86542 3.53324
O 0.92204 1.18969 2.51932
C 0.45692 1.63820 4.81285
I -1.33125 2.81540 4.74082
H 2.61139 3.00798 2.65603
H 2.34223 3.35567 4.32825
H 1.01290 1.97221 5.68169
H 0.15914 0.60142 4.91386
N -5.93536 3.40827 2.04755
C -4.79715 4.03774 1.69023
O -4.68360 5.23893 1.60115
C -3.57843 3.17121 1.40337
C -2.45954 3.83738 0.91536
C -1.30189 3.13501 0.68263
N -1.20436 1.81640 0.92014
C -2.27543 1.17408 1.40784
C -3.47705 1.80838 1.65221
H -6.73826 3.97853 2.26144
H -6.04826 2.41245 2.06186
H -2.52488 4.90095 0.72676
H -0.41851 3.62558 0.29021
H -2.16672 0.11473 1.60447
H -4.29474 1.22138 2.04857
C -1.16278 -2.72645 2.21689
C 0.25927 -2.95156 1.68109
C 0.54167 -4.45955 1.63907
C 1.21493 -2.30844 2.70247
Si 0.45027 -2.13238 -0.06413
C -1.05825 -2.44023 -1.22917
C -0.71221 -2.08720 -2.68179
C -2.19893 -1.50303 -0.80564
C -1.54317 -3.89433 -1.18686
C 2.16721 -2.46115 -0.88434
C 2.38665 -1.46301 -2.03142
C 2.30961 -3.88653 -1.43652
C 3.27548 -2.21162 0.14907
H -1.27702 -3.25466 3.16905
H -1.93704 -3.09962 1.54959
H -1.34789 -1.66340 2.41775
H 0.38139 -4.89213 2.63265
H 1.57502 -4.66815 1.35725
H -0.11294 -4.98352 0.94096
H 0.94118 -2.64333 3.70973
H 1.15901 -1.21455 2.70398
H 2.25144 -2.59582 2.54628
H -0.33300 -1.06619 -2.78517
H -1.61861 -2.16018 -3.29356
H 0.01562 -2.77857 -3.10698
H -1.88212 -0.45109 -0.82993
H -2.58771 -1.73018 0.18767
H -3.03495 -1.59123 -1.50984
H -0.75791 -4.58826 -1.49621
H -2.38377 -4.02121 -1.87910
H -1.88727 -4.19204 -0.19620
H 1.77436 -1.67699 -2.90275
H 3.43314 -1.49885 -2.35318
H 2.19169 -0.41926 -1.72896
H 1.53062 -4.11590 -2.16705
H 2.25664 -4.63494 -0.64577
H 3.27785 -4.00269 -1.93792
H 3.17092 -1.24257 0.65783
H 4.25038 -2.20719 -0.35037
H 3.30793 -2.99267 0.90716
*
```

---

C21H56As2F12N5O4 as an isolated structure at a distorted geometry, computed with the ωB97M-V functional and the def2-TZVPD basis.

Computed properties:
Calculated total energy (Eh): -7078.732772
Kohn-Sham gap (eV): 8.9
ΔE to the lowest compared entry with this formula, charge and spin (kcal/mol): 0.52
E_HOMO (eV): -6.82
Maximum force (eV/A): 2.0

Structure (ORCA input):
```
! wB97M-V def2-TZVPD RIJCOSX def2/J DEFGRID3
* xyz -1 1
N 1.00710 -0.85795 -1.10342
H 0.27944 -1.08537 -0.42748
H 0.69199 0.04570 -1.52326
H 1.15647 -1.58406 -1.81348
H 1.91740 -0.62820 -0.62778
As 2.77129 -4.04840 -2.87206
F 2.75765 -2.61917 -3.89890
F 4.20077 -4.54645 -3.73793
F 2.86252 -5.49181 -1.91450
F 1.43289 -3.41759 -1.93099
F 1.68855 -4.87161 -3.94633
F 3.80571 -3.20364 -1.69859
As -1.44446 -1.98128 -4.83510
F -2.56632 -2.81401 -3.73154
F -2.50053 -2.18014 -6.20038
F -0.31055 -1.16138 -5.90076
F -0.40432 -1.66130 -3.46230
F -0.68047 -3.50349 -5.16681
F -2.28210 -0.48066 -4.47519
C -3.62029 0.69750 2.13331
C -2.46254 1.23760 2.96629
C -2.92266 1.24390 4.45608
C -1.78493 1.54728 5.41946
C -0.69041 0.51712 5.17748
C -0.16914 0.45466 3.75943
N -1.30515 0.35153 2.83759
O -0.87855 0.19113 1.50762
C 0.81277 1.58727 3.49370
C 0.61579 -0.87903 3.66502
C -2.14536 2.69355 2.56428
H -4.51541 1.29630 2.27850
H -3.73565 -0.37620 2.30308
H -3.35664 0.73605 1.07048
H -3.73332 1.97075 4.54059
H -3.31881 0.25411 4.69670
H -2.04501 1.43625 6.47738
H -1.41232 2.57458 5.37880
H -1.07346 -0.45958 5.49026
H 0.11222 0.71711 5.89583
H 0.31603 2.56013 3.55193
H 1.62527 1.57527 4.21879
H 1.21009 1.57052 2.47570
H 1.41953 -0.91176 4.39958
H -0.05897 -1.73049 3.78801
H 1.00766 -1.05693 2.66052
H -1.24965 2.81075 1.95815
H -2.02452 3.31150 3.45488
H -2.95983 3.13544 1.98405
H -1.10895 -0.72276 1.29570
C 4.15329 0.54615 -2.15342
C 4.42954 0.48871 -0.62264
C 4.08366 1.81245 0.03601
O 4.74726 2.92393 -0.52252
C 6.17265 2.84768 -0.50344
N 3.66083 -0.61983 -0.04581
H 4.03889 -0.45279 -2.58023
H 5.01313 0.96981 -2.67728
H 3.29241 1.15553 -2.43677
H 5.50788 0.29244 -0.64941
H 4.22886 1.76740 1.12619
H 3.01046 1.99939 -0.05615
H 6.47381 2.14718 -1.28626
H 6.58192 2.61334 0.47846
H 6.46508 3.83510 -0.85891
H 3.96787 -1.45539 -0.54457
H 3.98652 -0.73281 0.91310
C -0.53416 3.14894 -0.81264
C -1.33580 2.14260 -1.65981
C -2.22415 2.92061 -2.62057
O -3.10493 3.78370 -1.92144
C -3.98850 4.50166 -2.77762
N -0.36631 1.33340 -2.39905
H -1.14310 4.02384 -0.59228
H 0.36045 3.47366 -1.34927
H -0.20542 2.64968 0.10047
H -1.90351 1.47684 -1.00644
H -2.75675 2.25591 -3.31416
H -1.60786 3.56403 -3.26750
H -4.34353 5.33569 -2.17688
H -4.76004 3.82869 -3.15481
H -3.38074 4.91231 -3.59458
H 0.28727 1.95612 -2.86043
H -0.88385 0.77319 -3.07966
C -3.42014 -3.39419 -0.33290
C -2.15339 -2.64866 0.09682
C -0.98711 -3.59555 0.19132
O 0.03874 -3.04545 0.99641
C 1.14335 -3.91074 1.16963
N -1.83673 -1.51919 -0.77831
H -3.69824 -4.16681 0.38613
H -3.28098 -3.87886 -1.30163
H -4.23463 -2.68106 -0.46597
H -2.23941 -2.21476 1.10433
H -0.66989 -3.95260 -0.79626
H -1.33041 -4.52338 0.67378
H 1.60289 -3.62719 2.11511
H 1.80728 -3.82372 0.30506
H 0.93543 -4.98651 1.22511
H -2.06112 -1.75232 -1.74279
H -2.46956 -0.74095 -0.60792
*
```

---

A 9-piece molecular cluster, C26H78N7O8 overall at a distorted geometry, computed with the ωB97M-V functional and the def2-TZVPD basis.

Computed properties:
Calculated total energy (Eh): -2021.690873
Kohn-Sham gap (eV): 9.3
ΔE to the lowest compared entry with this formula, charge and spin (kcal/mol): 84.19
E_HOMO (eV): -11.12
Maximum force (eV/A): 10.1

Structure (ORCA input):
```
! wB97M-V def2-TZVPD RIJCOSX def2/J DEFGRID3
* xyz 1 1
N -1.35499 0.32986 0.19429
H -2.32736 0.49433 -0.05566
H -1.07892 -0.66832 0.20836
H -1.10224 0.43804 1.29643
H -0.84284 0.82540 -0.52014
C 0.36117 5.30124 0.96353
C 0.86319 4.50979 -0.33351
C 2.42715 4.15154 -0.40347
O 3.06675 5.27187 -0.34822
C 3.14070 6.13055 -1.48529
N 0.09150 3.27854 -0.56735
H -0.69685 5.19358 1.16345
H 0.65915 6.33045 1.01423
H 0.82015 4.72381 1.70070
H 0.62555 5.16942 -1.14133
H 2.62490 3.58709 -1.47822
H 2.39223 3.47307 0.53746
H 3.54944 5.69518 -2.33820
H 3.97127 6.77961 -1.26974
H 2.30284 6.82576 -1.72013
H 0.34176 2.83611 -1.51537
H -0.93327 3.58722 -0.78077
C -0.84553 0.87325 -3.71923
C -1.59365 0.65361 -5.08349
C -0.83990 -0.49715 -5.78061
O 0.43820 -0.20310 -6.32283
C 1.20548 -1.17765 -6.94660
N -2.91486 0.18538 -4.79553
H -0.47164 -0.02564 -3.06618
H -1.43829 1.61732 -3.15033
H 0.16355 1.47972 -3.98095
H -1.70285 1.59788 -5.53843
H -1.31292 -0.69403 -6.75546
H -0.86552 -1.18675 -5.11141
H 0.70471 -1.49933 -7.82313
H 1.39800 -2.01095 -6.28631
H 2.06359 -0.82472 -7.20437
H -2.92092 -0.60729 -4.42753
H -3.22551 -0.11388 -5.67270
C -5.35703 -1.14006 2.34594
C -3.82410 -1.34351 2.97316
C -3.09324 -2.46575 2.62898
O -3.63747 -3.63964 3.35756
C -2.99998 -4.86427 3.05814
N -3.16012 -0.16931 2.45712
H -5.60889 -0.04837 2.41273
H -5.96760 -1.92403 2.90751
H -5.37970 -1.50561 1.35485
H -4.00712 -1.31505 4.05272
H -2.13035 -2.31236 3.11998
H -2.89220 -2.74841 1.60354
H -3.48222 -5.58704 3.44046
H -1.96815 -4.97556 3.22561
H -2.92856 -4.97008 1.95706
H -2.20195 -0.00933 3.02692
H -3.51275 0.96111 2.62039
C 4.06170 -0.03584 0.08468
C 2.64114 0.05916 -0.42418
C 2.34269 -0.76644 -1.66573
O 2.98501 -0.12050 -2.63282
C 2.81523 -0.72777 -3.91569
N 1.80765 -0.52695 0.72064
H 4.41739 0.38017 0.90962
H 4.83840 0.48627 -0.44918
H 4.29189 -1.19270 -0.01244
H 2.40775 0.96216 -0.47486
H 1.20897 -0.81780 -2.04527
H 2.57511 -1.93828 -1.48488
H 3.14683 -1.67676 -4.07202
H 3.38892 -0.31555 -4.60682
H 1.82447 -0.36882 -4.31769
H 2.11892 -1.52363 0.62164
H 2.02723 0.00910 1.61062
C -0.03297 -3.73977 0.01765
C 0.53743 -4.35105 1.41992
C 2.00249 -4.75049 1.19678
O 2.80805 -3.54860 1.26242
C 4.11558 -3.74669 1.13195
N 0.44316 -3.48939 2.53149
H 0.05344 -4.23203 -0.81204
H 0.46125 -2.92871 -0.22419
H -1.00026 -3.32874 0.29758
H -0.12841 -5.24194 1.71781
H 2.05731 -5.37560 0.37171
H 2.44032 -5.37720 1.91611
H 4.55506 -3.88699 0.15268
H 4.28817 -4.33682 1.90313
H 4.46209 -2.75860 1.68910
H 1.50496 -3.17626 2.64074
H 0.35153 -4.14258 3.16304
C -0.10122 2.98869 4.15375
C 0.62005 1.78252 3.52285
C 1.78106 1.34075 4.22481
O 2.35656 0.37493 3.51509
C 3.57333 -0.16266 4.00259
N -0.25437 0.66573 3.40234
H -0.57739 2.85412 5.15375
H -0.83113 3.07033 3.49441
H 0.40790 3.93718 4.22392
H 0.91322 2.19392 2.52944
H 1.53801 1.10091 5.33301
H 2.50963 2.20833 4.45534
H 3.47079 -0.32120 5.00126
H 4.33969 0.44438 3.69300
H 3.72333 -1.25801 3.46995
H -0.45074 0.37479 4.35608
H 0.51211 -0.03041 3.37158
C -3.55148 3.14701 -0.24940
O -2.67889 2.65452 -1.26808
H -4.49958 2.63561 -0.22048
H -3.82621 4.10478 -0.32201
H -3.04763 3.15245 0.63097
H -3.04223 2.80240 -2.09216
C -4.43401 -1.00577 -1.59807
O -3.19268 -1.36211 -1.72861
H -4.67757 -0.11382 -0.86169
H -4.96648 -2.03218 -1.49801
H -4.81726 -0.59503 -2.54016
H -3.20708 -2.20002 -2.37560
*
```